15
Properties=species:S:1:pos:R:3:forces:R:3:lowdin_charge:R:1 method="wB97M-V/def2-TZVPD" smiles=FC1[C@H]2SCCS[C@H]12 energy_ha=-1090.8615 lumo_energy_ev=0.748 largest_force_ha_per_bohr=0.05768 orbital_gap_ev=9.437
F 3.187714 0.163459 -0.530494 0.0 0.9 0.3 0.008
C 2.184268 -0.105704 0.359189 1.1 -2.7 -0.6 -0.293
C 0.957205 -0.605391 -0.413161 0.6 0.7 1.9 -0.567
S -0.323676 -1.745179 -0.102376 0.2 -1.2 -0.3 0.893
C -1.614700 -0.546355 0.177894 -1.9 0.0 1.4 -0.584
C -1.555168 0.754754 -0.601952 0.4 0.0 -0.7 -0.497
S -0.211221 1.894707 -0.013571 0.6 -0.3 0.6 0.850
C 0.898528 0.573060 0.604768 -0.4 0.9 -1.4 -0.517
H 2.614612 -0.755326 1.172291 -0.6 1.2 -0.5 0.168
H 1.194953 -0.324477 -1.436298 -0.6 0.3 0.0 0.112
H -1.724301 -0.358445 1.250308 0.6 0.4 0.1 0.071
H -2.593315 -1.063914 0.071613 0.6 0.1 -0.8 0.084
H -2.532761 1.316748 -0.541653 1.2 -0.6 -0.2 0.095
H -1.240397 0.499161 -1.639368 -0.8 0.3 0.5 0.075
H 0.758258 0.302907 1.642806 -1.0 -0.2 -0.1 0.101

8
Properties=species:S:1:pos:R:3:forces:R:3:lowdin_charge:R:1 method="wB97M-V/def2-TZVPD" smiles="O=C(O)C(=O)S" energy_ha=-701.3166 lumo_energy_ev=-0.334 largest_force_ha_per_bohr=0.03600 orbital_gap_ev=10.189
O 1.561504 0.898597 0.576992 -0.1 -0.7 -0.4 0.151
C 0.722727 0.207229 0.065357 0.6 0.3 0.1 -0.500
O 0.930194 -1.075345 -0.353983 1.1 1.4 0.4 0.080
C -0.667609 0.787007 -0.121462 -1.5 0.8 0.1 -0.687
O -0.879868 1.959000 -0.331631 0.8 -1.2 0.0 0.050
S -2.076251 -0.232339 0.236417 -0.1 0.1 -0.1 0.883
H 1.921428 -1.109397 -0.244993 -1.1 -0.6 -0.2 0.154
H -1.512126 -1.434751 0.173303 0.3 -0.2 0.0 -0.132

22
Properties=species:S:1:pos:R:3:forces:R:3:lowdin_charge:R:1 method="wB97M-V/def2-TZVPD" energy_ha=-454.3703 lumo_energy_ev="0.792 / 0.655" largest_force_ha_per_bohr=0.04985 spin_multiplicity=2 orbital_gap_ev="4.075 / 9.491"
C 0.680270 2.340370 -1.757354 -2.4 -0.2 0.8 -0.009
C 0.479286 2.193486 -0.264781 0.3 -2.2 0.1 -0.591
O 1.408251 1.968657 0.488532 0.0 0.9 0.3 0.027
N -0.817639 1.976613 0.108193 -0.7 1.2 -0.8 0.128
H 0.053673 1.555695 -2.208681 1.1 -0.7 0.0 0.079
H 1.736040 2.324532 -1.975878 -0.1 0.4 -0.6 0.087
H -1.158554 1.953471 1.047929 0.5 0.1 0.2 0.084
H -1.552043 2.068523 -0.573547 0.1 0.1 0.0 0.097
H -0.040793 3.105896 -2.061094 1.2 1.1 -0.4 0.079
C -0.714505 -2.156379 -0.992260 0.8 -0.8 0.4 -0.118
C 0.201533 -1.338909 1.143939 0.1 0.9 -0.8 -0.513
N 0.051948 -2.391280 0.243341 -1.1 0.5 0.5 -0.057
N -0.900024 -0.511454 1.366414 0.8 -1.1 -0.1 0.077
N 1.362373 -1.092332 1.848170 0.8 -0.5 0.4 0.095
H 0.821833 -3.013130 0.118575 0.4 -0.1 0.2 0.100
H -1.797538 -0.867477 1.107358 -0.5 0.1 0.5 0.057
H -0.766338 0.288187 1.940509 -0.3 0.0 0.3 0.047
H 1.486584 -0.338549 2.493962 -0.4 0.2 -0.2 0.067
H 2.171600 -1.681714 1.778911 -0.2 -0.2 -0.2 0.068
H -1.216261 -3.103720 -1.182056 -0.2 0.2 -0.5 0.070
H -0.038758 -1.905645 -1.817947 -0.2 0.2 -0.2 0.070
H -1.450937 -1.374841 -0.852238 0.1 0.0 0.0 0.056